# 1
{"formula": "C19H21N10S4Sn", "method": "ωB97M-V/def2-TZVPD", "elements": ["Sn", "S", "S", "S", "S", "N", "N", "N", "N", "N", "N", "N", "N", "N", "N", "C", "C", "C", "C", "C", "C", "C", "C", "C", "C", "C", "C", "C", "C", "C", "C", "C", "C", "C", "H", "H", "H", "H", "H", "H", "H", "H", "H", "H", "H", "H", "H", "H", "H", "H", "H", "H", "H", "H", "H"], "xyz": [[-0.080, 0.279, -0.927], [-1.156, 1.841, -2.666], [3.749, 1.168, -3.742], [-1.149, -2.777, -4.676], [-2.133, 0.010, 0.364], [-2.312, -2.686, -2.290], [-0.207, 2.298, 0.078], [3.116, 2.127, -1.335], [-0.370, -1.356, -2.675], [1.491, 0.343, 0.454], [-1.102, 3.213, -0.353], [-2.109, -1.315, 2.633], [-1.941, -2.650, 0.688], [-2.420, 4.060, -2.026], [1.721, 0.477, -2.346], [-2.321, -2.202, 4.876], [1.953, 1.032, 2.689], [0.089, 3.358, 2.295], [-1.327, -2.232, -3.044], [-1.595, 3.117, -1.628], [-2.164, -2.411, 3.408], [-2.064, -3.675, 2.829], [2.847, -0.032, 2.824], [-2.023, -1.501, 1.332], [2.347, -0.686, 0.594], [3.050, -0.899, 1.764], [2.788, 1.274, -2.324], [-1.940, -3.745, 1.456], [1.657, -0.244, -3.542], [2.656, 0.020, -4.406], [0.331, 2.329, 1.247], [1.285, 1.202, 1.498], [0.273, -1.841, -4.848], [0.538, -1.158, -3.724], [-3.212, -1.604, 5.067], [-2.674, 4.855, -1.455], [3.739, -1.729, 1.833], [-0.852, 3.888, 2.163], [-1.339, 3.994, 0.244], [1.803, 1.715, 3.512], [2.468, -1.336, -0.265], [-2.294, -2.601, -1.286], [-1.857, -4.696, 0.945], [-2.987, -3.319, -2.691], [0.905, 4.086, 2.307], [-2.400, -3.144, 5.412], [2.831, -0.401, -5.382], [2.602, 2.147, -0.478], [0.824, -1.826, -5.773], [-2.829, 4.008, -2.949], [0.042, 2.895, 3.279], [3.932, 2.712, -1.411], [-1.469, -1.641, 5.262], [-2.089, -4.572, 3.431], [3.381, -0.172, 3.756]], "forces_ev_per_angstrom": [[-1.440, -0.553, -3.169], [-0.071, -0.096, 0.188], [-0.004, 0.065, 0.030], [-0.133, -0.145, 0.094], [0.447, -0.296, -0.274], [-0.231, 0.012, -0.220], [0.652, 0.432, 0.674], [-0.100, -0.114, -0.101], [0.191, 0.353, 0.646], [0.277, -0.386, 1.704], [-0.049, -0.010, -0.302], [0.020, 0.186, -0.052], [0.075, 0.031, -0.445], [0.064, -0.031, 0.032], [-0.247, -0.153, 0.432], [0.002, 0.011, -0.020], [0.155, 0.032, -0.001], [-0.032, -0.035, 0.071], [0.465, 0.301, -0.055], [0.104, -0.018, 0.241], [0.008, -0.091, -0.004], [-0.011, 0.041, -0.034], [-0.017, 0.005, -0.007], [0.107, -0.037, 0.378], [-0.093, 0.119, -0.127], [0.078, 0.076, 0.055], [0.018, 0.097, -0.112], [-0.030, -0.089, 0.135], [-0.036, 0.102, 0.082], [-0.076, -0.098, 0.113], [-0.037, 0.027, -0.179], [-0.116, -0.035, -0.216], [0.042, 0.139, -0.113], [0.023, -0.010, 0.027], [-0.008, -0.011, 0.002], [-0.002, 0.001, -0.010], [0.000, 0.000, -0.002], [0.009, 0.008, -0.032], [-0.040, -0.012, 0.003], [0.004, 0.018, -0.012], [-0.040, 0.010, -0.008], [0.099, 0.107, 0.610], [-0.004, -0.003, -0.003], [0.021, 0.002, 0.013], [-0.014, 0.011, -0.001], [0.002, 0.001, 0.003], [0.018, -0.013, 0.001], [0.024, 0.064, 0.027], [-0.043, -0.016, -0.037], [-0.018, 0.010, -0.012], [-0.005, -0.001, -0.006], [0.012, -0.005, -0.019], [-0.002, -0.005, 0.010], [-0.008, 0.003, 0.003], [-0.013, -0.005, 0.001]], "spin_multiplicity": 1, "e_tot_ha": -3090.41750, "gap_ev": 5.61, "total_charge": 3, "e_above_lowest_kj_mol": 0.0, "largest_force_ev_per_a": 3.52, "e_lumo_ev": -10.19}

# 2
{"formula": "C19H21N3O2", "method": "ωB97M-V/def2-TZVPD", "elements": ["O", "O", "N", "N", "N", "C", "C", "C", "C", "C", "C", "C", "C", "C", "C", "C", "C", "C", "C", "C", "C", "C", "C", "C", "H", "H", "H", "H", "H", "H", "H", "H", "H", "H", "H", "H", "H", "H", "H", "H", "H", "H", "H", "H", "H"], "xyz": [[0.472, 1.401, 1.399], [2.523, -1.821, 0.774], [2.205, 0.344, 2.395], [0.332, -2.307, 0.925], [-1.776, -1.622, -0.805], [-4.704, 0.102, -2.274], [-2.794, -1.252, -1.679], [1.401, -0.838, 2.623], [-4.908, -0.647, -3.418], [1.458, -1.703, 1.356], [0.307, -2.833, -0.427], [3.156, 4.264, -0.172], [-0.440, -1.839, -1.321], [-3.014, -2.005, -2.838], [4.554, 3.804, 1.724], [2.598, 2.465, 1.327], [-1.010, -2.116, 1.425], [3.721, 2.763, 2.093], [-1.749, -1.098, 0.544], [-4.052, -1.701, -3.694], [-3.660, -0.189, -1.414], [1.657, 1.369, 1.683], [2.316, 3.231, 0.200], [4.278, 4.549, 0.589], [-2.376, -2.848, -3.058], [-1.523, -3.081, 1.360], [3.197, 0.184, 2.303], [-1.232, -0.128, 0.609], [4.935, 5.358, 0.302], [1.335, -2.957, -0.767], [-5.357, 0.932, -2.048], [1.812, -1.395, 3.468], [-3.511, 0.431, -0.545], [5.421, 4.036, 2.324], [-5.722, -0.414, -4.088], [0.125, -0.892, -1.326], [-1.010, -1.801, 2.466], [3.932, 2.202, 2.992], [1.431, 3.000, -0.374], [-0.203, -3.800, -0.422], [0.397, -0.488, 2.851], [2.936, 4.849, -1.052], [-2.770, -0.992, 0.910], [-4.201, -2.300, -4.581], [-0.488, -2.216, -2.341]], "forces_ev_per_angstrom": [[-0.106, -0.007, -0.156], [0.229, 0.130, -0.019], [0.091, -0.180, 0.235], [-0.103, -0.323, -0.134], [0.065, -0.155, 0.195], [-0.123, -0.008, -0.126], [-0.285, 0.076, -0.152], [-0.025, 0.160, -0.190], [-0.131, 0.095, -0.035], [0.013, 0.020, 0.328], [0.273, 0.038, -0.419], [-0.017, 0.018, -0.038], [0.225, -0.240, -0.001], [0.084, 0.023, -0.043], [0.120, 0.058, 0.003], [0.101, 0.300, -0.162], [-0.325, 0.435, 0.117], [-0.115, -0.091, -0.053], [-0.056, -0.180, 0.231], [0.034, 0.011, -0.050], [0.198, -0.017, 0.120], [0.132, -0.058, 0.272], [-0.070, -0.124, 0.074], [0.045, 0.024, 0.037], [0.040, -0.087, 0.023], [0.003, 0.110, 0.072], [-0.080, 0.072, -0.085], [-0.097, -0.049, 0.032], [0.049, 0.063, -0.019], [-0.151, -0.028, 0.033], [-0.043, 0.060, 0.021], [-0.089, -0.001, -0.090], [0.041, 0.036, 0.094], [0.054, 0.019, 0.047], [-0.069, 0.019, -0.049], [-0.005, -0.055, -0.063], [0.017, -0.028, -0.034], [0.010, -0.043, 0.070], [-0.075, -0.020, -0.031], [0.006, 0.042, -0.038], [0.121, -0.143, 0.071], [-0.018, 0.035, -0.070], [0.023, 0.024, -0.008], [-0.007, -0.054, -0.056], [0.020, 0.025, 0.046]], "spin_multiplicity": 1, "smiles": "O=C(NCC(=O)N1CCN(c2ccccc2)CC1)c1ccccc1", "e_tot_ha": -1051.40264, "gap_ev": 8.54, "e_above_lowest_kj_mol": 83.3, "largest_force_ev_per_a": 0.56, "e_lumo_ev": 0.77}

# 3
{"formula": "C19H21N3O4S", "method": "ωB97M-V/def2-TZVPD", "elements": ["S", "O", "O", "O", "O", "N", "N", "N", "C", "C", "C", "C", "C", "C", "C", "C", "C", "C", "C", "C", "C", "C", "C", "C", "C", "C", "C", "H", "H", "H", "H", "H", "H", "H", "H", "H", "H", "H", "H", "H", "H", "H", "H", "H", "H", "H", "H", "H"], "xyz": [[-0.202, -0.630, -1.170], [-2.650, -1.684, -1.361], [-2.348, 2.301, -2.171], [-5.389, 1.935, 1.802], [4.933, 0.490, 0.947], [2.808, 1.664, -1.768], [1.590, 1.220, -2.080], [2.264, 0.127, -0.293], [-4.842, -0.268, 1.229], [-4.677, 1.099, 1.001], [6.164, 0.926, 1.265], [4.510, 1.232, -0.105], [-2.229, 1.149, -1.817], [-3.116, 0.569, -0.782], [-3.305, -0.806, -0.555], [-1.146, 0.286, -2.426], [-3.816, 1.497, -0.007], [-5.270, 3.323, 1.588], [-2.763, -3.064, -1.110], [1.264, 0.302, -1.206], [5.476, 2.141, -0.456], [6.548, 1.937, 0.439], [2.283, -0.825, 0.783], [3.229, 1.015, -0.707], [2.912, -2.149, 0.344], [2.908, -3.159, 1.482], [-4.173, -1.198, 0.462], [2.348, -2.542, -0.505], [5.403, 2.850, -1.253], [-5.508, -0.584, 2.016], [3.937, -1.964, 0.016], [2.846, -0.400, 1.616], [-3.789, -3.416, -1.254], [-2.111, -3.545, -1.838], [-0.432, 0.913, -2.962], [-2.423, -3.317, -0.102], [-5.929, 3.789, 2.319], [-4.337, -2.244, 0.664], [6.654, 0.441, 2.086], [3.476, -2.780, 2.329], [-1.589, -0.457, -3.089], [-5.590, 3.601, 0.580], [3.356, -4.095, 1.159], [-4.245, 3.667, 1.752], [1.891, -3.359, 1.810], [-3.643, 2.538, -0.234], [7.476, 2.469, 0.464], [1.247, -0.991, 1.095]], "forces_ev_per_angstrom": [[-0.038, -0.281, 0.033], [-0.188, 0.188, -0.105], [-0.001, -0.102, 0.042], [-0.054, -0.258, 0.083], [-0.480, -0.282, -0.040], [1.299, 0.373, 0.430], [-0.908, -0.414, -0.133], [-0.079, 0.676, -0.620], [0.016, 0.366, -0.034], [0.103, -0.277, -0.111], [0.772, 0.537, -0.074], [0.975, 0.935, -0.357], [0.320, 0.066, -0.348], [-0.466, -0.292, 0.401], [-0.193, 0.534, 0.106], [0.326, -0.024, -0.102], [-0.069, -0.015, 0.112], [0.013, 0.186, -0.019], [0.013, -0.260, 0.019], [0.087, 0.174, -0.078], [-0.752, -0.537, 0.115], [-0.030, -0.467, 0.458], [0.183, -0.572, 0.262], [-0.708, -0.256, -0.196], [-0.085, 0.067, 0.224], [0.028, 0.116, -0.214], [0.119, -0.180, -0.106], [0.045, 0.037, -0.070], [-0.072, 0.147, -0.200], [-0.081, -0.054, 0.094], [-0.035, 0.034, -0.079], [-0.191, -0.058, -0.056], [0.048, 0.028, 0.031], [-0.057, -0.020, 0.061], [-0.207, -0.018, -0.010], [-0.025, 0.014, -0.003], [0.064, 0.017, -0.073], [-0.011, -0.104, -0.003], [-0.023, -0.115, 0.114], [0.052, -0.013, 0.139], [0.054, 0.087, 0.023], [0.025, -0.006, 0.022], [0.021, -0.111, 0.054], [-0.027, -0.009, -0.022], [-0.101, -0.075, 0.098], [-0.008, 0.078, -0.007], [0.213, 0.066, 0.065], [0.113, 0.075, 0.073]], "spin_multiplicity": 1, "smiles": "CCCn1c(SCC(=O)c2cc(OC)ccc2OC)nnc1-c1ccco1", "e_tot_ha": -1599.97815, "gap_ev": 7.96, "e_above_lowest_kj_mol": 354.7, "largest_force_ev_per_a": 1.42, "e_lumo_ev": 0.28}